Molecular formula: C35H31F51O11S
Method: DFT, the ωB97M-V functional and the def2-TZVPD basis

The orbital gap comes out at 10.33 eV. For the energy above the lowest of the compared OMol25 structures with the same formula, charge and spin, the calculation gives 0.0 kcal/mol.

CARTESIAN COORDINATES (ANGSTROEM)
S: 2.3779 -3.5646 -3.1484
F: -1.3638 -0.3388 1.2002
F: -1.6811 -6.4333 -3.2721
F: -2.5998 -3.1076 -4.8644
F: 0.2682 3.1628 -3.8371
F: -4.2573 4.9144 1.4919
F: 12.5966 -3.6549 0.3638
F: 12.5554 -5.0173 3.5853
F: 13.8894 -1.3694 1.1060
F: -1.6051 0.1090 -0.9187
F: -6.6817 6.1906 1.5532
F: 10.9015 -3.9604 1.7106
F: -5.9592 -2.1657 -4.5625
F: -5.2542 2.5182 -0.8582
F: 6.4471 -3.4946 0.5170
F: -4.4815 -1.5263 -6.0469
F: -8.3106 3.9179 3.6655
F: -2.4471 2.8805 -3.6887
F: -14.2783 9.8059 4.4021
F: -8.3845 -5.5284 -3.8912
F: 17.1228 -2.7059 1.2205
F: 15.4160 -3.5254 0.1190
F: 12.9371 -2.9314 3.1124
F: -10.4897 7.5501 3.0959
F: -0.6436 2.2107 0.7222
F: 9.9647 -0.4211 0.6776
F: 7.2902 0.5970 0.7846
F: -0.1622 -6.9269 -1.8078
F: 15.6729 -0.8595 -0.0501
F: -7.5711 6.4807 3.5265
F: -10.3082 7.7863 0.9445
F: -14.4017 7.8984 3.3319
F: 10.4893 1.1413 2.0950
F: -0.3896 1.2251 -3.1060
F: 6.6467 -1.6301 2.4325
F: -3.6176 4.6809 -0.5880
F: 0.4075 -6.1484 -3.7360
F: -10.7008 5.2360 1.7596
F: -6.4552 -6.2049 -2.1752
F: -6.9394 -4.6322 -5.2646
F: 8.8493 1.9646 0.0847
F: -4.2881 -4.1936 -5.6956
F: -12.3355 6.9573 5.0024
F: -2.2911 2.6302 -1.5205
F: 1.0138 0.8927 1.2772
F: -6.1462 4.1997 3.4876
F: -6.2972 4.3781 -0.4461
F: -14.1494 7.6673 5.9938
F: 7.5158 -3.5707 2.9588
F: -12.6701 5.7692 2.5548
F: 7.8296 -1.9279 -0.1177
F: -6.6102 -4.0478 -2.5243
O: 9.0580 -0.3896 2.7400
O: 14.3383 -4.5465 2.3968
O: -6.0850 2.8002 1.1498
O: 3.9517 -5.7364 -0.5313
O: 0.4960 2.7471 -1.6962
O: -4.0629 -3.9422 -3.4702
O: 1.0163 -2.8447 -2.6409
O: -12.1619 8.4724 1.8990
O: 3.1091 -3.1881 -1.7518
O: 2.9320 -2.7332 -4.1814
O: 0.0595 -4.4839 -0.9550
C: -0.6330 -4.6125 -2.1721
C: 12.1592 -4.3859 1.3994
C: -4.1293 4.0309 0.4840
C: -4.6440 -2.0114 -4.7972
C: 13.0461 -4.1856 2.6359
C: 0.1455 1.2071 0.2738
C: -12.4995 9.2698 3.0201
C: -11.1853 7.5226 1.9461
C: 4.4551 -3.7145 -1.7087
C: -4.6894 -5.1995 -3.2851
C: 15.4133 -3.6263 2.4817
C: 15.2373 -1.3903 1.1118
C: -7.0927 -5.5447 -4.2857
C: -13.5579 8.7215 3.9871
C: 9.4770 0.3462 1.6688
C: -5.4946 3.4447 0.0991
C: -0.4933 -6.0405 -2.7482
C: -11.7322 6.1176 1.6604
C: -3.9253 -3.3647 -4.7041
C: 7.6970 -2.4458 2.2049
C: -6.2101 -5.2094 -3.0793
C: -7.3082 4.2646 2.8041
C: -1.6899 3.1564 -2.6026
C: 15.7623 -2.8262 1.2189
C: 8.3805 1.2928 1.1600
C: -13.0715 8.0518 5.2763
C: -7.3264 3.2076 1.6918
C: -0.3018 2.5294 -2.7857
C: 1.0067 1.6931 -0.9015
C: 7.6647 -2.9385 0.7568
C: 8.9956 -1.8049 2.7058
C: -0.1644 -3.4952 -3.1389
C: -7.6073 5.7120 2.4117
C: -0.6897 -0.0551 0.0601
C: 4.4771 -5.2170 -1.4805
H: -8.0459 3.4660 0.9138
H: -4.2869 -5.5567 -2.3384
H: -8.5958 5.7957 1.9615
H: -12.1588 6.0674 0.6575
H: 8.1060 2.0007 1.9440
H: 9.8632 -2.2419 2.2146
H: -0.0479 -0.9057 -0.1875
H: 4.9289 -3.2081 -0.8731
H: -4.2237 -1.3114 -4.0719
H: -1.6064 4.2377 -2.4815
H: -12.9643 10.1521 2.5832
H: 1.3574 0.8570 -1.5081
H: -4.3829 -5.9217 -4.0425
H: -0.9509 -2.7498 -3.2051
H: 12.1287 -5.4378 1.1129
H: -7.7055 2.3112 2.1805
H: -3.4465 3.2349 0.7863
H: 8.4339 -3.6938 0.5824
H: 16.2842 -4.2570 2.6519
H: -0.4635 -4.8837 -0.2510
H: -6.8545 -6.5387 -4.6732
H: 15.3241 -2.9767 3.3530
H: 5.0177 -5.8242 -2.2339
H: 0.0030 -3.8730 -4.1484
H: 4.9934 -3.4193 -2.6131
H: 1.8873 2.1238 -0.4270
H: 15.6074 -0.7806 1.9402
H: -1.7036 -4.4730 -1.9949
H: 9.0518 -2.0920 3.7550
H: -12.4795 8.7494 5.8745
H: -11.6139 9.6161 3.5540